DFT (ωB97M-V/def2-TZVPD) results for 2 unconnected molecules or ions with the total composition C4H10NO2 in a non-equilibrium geometry.

Last columns: bonded neighbours and bond lengths (Å).
Atoms and positions in Å:
1 C -1.810 1.982 -0.037  H9 1.090, H11 1.091, H14 1.089, C16 1.530
2 H 0.808 -3.190 0.091  C6 1.090
3 O 2.558 -0.143 1.498  C17 1.210
4 H -0.143 -0.982 0.055  N13 1.071
5 H 0.819 0.801 0.951  C17 1.101
6 C 1.487 -2.337 0.122  H2 1.090, H8 1.085, N13 1.465, H15 1.093
7 O -1.275 -0.286 -0.628  C16 1.383
8 H 2.336 -2.567 0.758  C6 1.085
9 H -1.411 1.836 0.966  C1 1.090
10 H -0.084 1.247 -1.165  C16 1.102
11 H -1.641 3.015 -0.344  C1 1.091
12 H -1.594 1.221 -2.029  C16 1.099
13 N 0.734 -1.189 0.634  H4 1.071, C6 1.465, C17 1.356
14 H -2.883 1.804 0.021  C1 1.089
15 H 1.819 -2.136 -0.899  C6 1.093
16 C -1.156 1.029 -1.040  C1 1.530, O7 1.383, H10 1.102, H12 1.099
17 C 1.436 -0.105 1.047  O3 1.210, H5 1.101, N13 1.356

Frontier orbital gap (spin up / spin down): 10.357 / 6.865 eV
LUMO (spin up / spin down): 0.78 / -2.66 eV
Energy above the lowest of the compared OMol25 structures with the same formula, charge and spin: 24.66 kcal/mol
⟨S²⟩: 0.75
Strongest force on any atom: 2.11 eV/Å
Spin multiplicity: 2